No. 1
{"formula": "C13H39N3O5", "method": "ωB97M-V with the def2-TZVPD basis set", "smiles": "COC[C@H](C)N.COC[C@H](C)N.COC[C@H](C)N.CO.O", "e_homo_ev": -8.87, "e_tot_ev": -28818.8188, "gap_ev": 9.50, "total_charge": 0, "elements": ["O", "H", "H", "C", "C", "C", "O", "C", "N", "H", "H", "H", "H", "H", "H", "H", "H", "H", "H", "H", "C", "C", "C", "O", "C", "N", "H", "H", "H", "H", "H", "H", "H", "H", "H", "H", "H", "C", "C", "C", "O", "C", "N", "H", "H", "H", "H", "H", "H", "H", "H", "H", "H", "H", "C", "O", "H", "H", "H", "H"], "positions_angstrom": [[0.592, -0.179, -0.358], [0.174, -0.994, -0.644], [-0.100, 0.485, -0.190], [-2.795, 0.564, -1.527], [-1.831, 1.749, -1.563], [-2.624, 3.038, -1.976], [-3.229, 2.905, -3.176], [-3.896, 4.030, -3.615], [-1.294, 1.909, -0.214], [-2.223, -0.326, -1.292], [-3.227, 0.378, -2.561], [-3.618, 0.712, -0.824], [-0.964, 1.574, -2.245], [-1.918, 3.863, -1.970], [-3.326, 3.197, -1.179], [-3.126, 4.792, -3.837], [-4.626, 4.289, -2.873], [-4.492, 3.818, -4.486], [-0.639, 2.664, -0.215], [-1.963, 2.097, 0.510], [3.382, 2.477, -0.874], [3.391, 2.907, 0.553], [2.244, 2.152, 1.235], [2.243, 2.470, 2.633], [1.077, 2.001, 3.284], [4.682, 2.610, 1.119], [4.080, 3.188, -1.349], [2.386, 2.598, -1.319], [3.742, 1.458, -1.179], [3.100, 3.950, 0.728], [2.349, 1.079, 1.252], [1.281, 2.463, 0.808], [0.162, 2.524, 2.934], [1.288, 2.172, 4.368], [0.893, 0.886, 2.969], [5.011, 1.683, 0.792], [4.591, 2.629, 2.118], [-1.035, -5.309, -1.005], [-1.063, -3.873, -0.551], [-0.831, -3.540, 0.899], [-1.840, -4.159, 1.586], [-1.789, -3.817, 2.974], [-0.073, -3.033, -1.265], [-1.654, -6.065, -0.532], [-0.024, -5.637, -0.921], [-1.251, -5.337, -2.089], [-1.968, -3.409, -0.871], [-0.844, -2.458, 1.086], [0.221, -3.895, 1.225], [-1.449, -2.761, 3.020], [-1.053, -4.486, 3.381], [-2.816, -3.988, 3.389], [-0.302, -2.911, -2.245], [0.867, -3.521, -1.314], [2.992, -2.106, 1.260], [1.750, -1.619, 1.669], [3.021, -3.160, 1.014], [3.379, -1.563, 0.384], [3.715, -2.003, 2.112], [1.271, -1.162, 0.959]], "nbo_charge": [-1.01, 0.50, 0.50, -0.63, -0.06, -0.06, -0.54, -0.24, -0.86, 0.21, 0.23, 0.21, 0.20, 0.15, 0.15, 0.17, 0.17, 0.19, 0.37, 0.37, -0.62, -0.08, -0.06, -0.57, -0.26, -0.83, 0.22, 0.21, 0.22, 0.19, 0.19, 0.14, 0.15, 0.20, 0.18, 0.35, 0.37, -0.62, -0.07, -0.05, -0.55, -0.25, -0.86, 0.23, 0.20, 0.21, 0.19, 0.17, 0.16, 0.18, 0.18, 0.19, 0.36, 0.36, -0.24, -0.77, 0.15, 0.16, 0.17, 0.50]}



No. 2
{"formula": "C13H41BO14PS4", "method": "ωB97M-V with the def2-TZVPD basis set", "e_homo_ev": -3.57, "e_tot_ev": -96115.5059, "gap_ev": 5.21, "e_above_lowest_kj_mol": 0.0, "total_charge": -1, "elements": ["O", "B", "O", "C", "P", "H", "H", "H", "H", "H", "H", "H", "H", "H", "O", "S", "O", "O", "C", "C", "C", "H", "H", "H", "H", "H", "H", "H", "H", "O", "S", "O", "O", "C", "C", "C", "H", "H", "H", "H", "H", "H", "H", "H", "O", "S", "O", "O", "C", "C", "C", "H", "H", "H", "H", "H", "H", "H", "H", "O", "S", "O", "O", "C", "C", "C", "H", "H", "H", "H", "H", "H", "H", "H"], "positions_angstrom": [[7.024, -2.316, -1.939], [6.003, -1.819, -1.090], [6.290, -0.667, -0.430], [4.676, -2.598, -0.945], [3.192, -1.357, -1.235], [6.729, -2.160, -2.851], [5.473, -0.135, -0.344], [4.578, -3.134, -0.006], [4.615, -3.313, -1.762], [4.076, -0.666, -2.246], [3.744, -0.492, -0.152], [2.369, -2.064, -0.221], [2.657, -2.231, -2.315], [2.161, -0.390, -1.487], [-0.048, -0.287, -0.494], [-1.059, -1.060, -1.127], [-1.688, -0.602, -2.331], [-2.200, -1.414, -0.056], [-2.783, -0.316, 0.670], [-3.764, 0.482, -0.166], [-0.450, -2.690, -1.368], [-1.993, 0.321, 1.070], [-3.291, -0.774, 1.518], [-3.261, 1.009, -0.973], [-4.278, 1.222, 0.448], [-4.507, -0.176, -0.620], [-0.003, -3.032, -0.440], [0.310, -2.625, -2.146], [-1.272, -3.329, -1.680], [-5.271, 2.646, -1.804], [-6.504, 2.767, -2.512], [-7.378, 1.642, -2.639], [-6.201, 3.363, -3.956], [-5.195, 2.686, -4.745], [-5.699, 1.391, -5.351], [-7.415, 4.136, -1.885], [-4.304, 2.521, -4.138], [-4.932, 3.393, -5.530], [-5.896, 0.645, -4.583], [-4.952, 0.988, -6.034], [-6.628, 1.559, -5.896], [-6.754, 4.995, -1.821], [-7.768, 3.852, -0.897], [-8.253, 4.330, -2.548], [9.438, -3.705, 2.914], [9.684, -3.720, 1.501], [10.350, -4.846, 0.918], [10.502, -2.397, 1.131], [11.688, -2.120, 1.888], [12.864, -2.985, 1.476], [8.223, -3.352, 0.603], [11.475, -2.220, 2.954], [11.908, -1.071, 1.694], [12.694, -4.030, 1.729], [13.770, -2.651, 1.985], [13.020, -2.928, 0.399], [7.754, -2.472, 1.037], [7.568, -4.216, 0.691], [8.481, -3.183, -0.437], [-4.959, 1.607, 3.652], [-6.228, 2.014, 3.138], [-6.314, 2.964, 2.073], [-7.129, 2.513, 4.356], [-6.568, 3.524, 5.219], [-6.594, 4.906, 4.597], [-7.176, 0.594, 2.717], [-5.556, 3.236, 5.508], [-7.184, 3.502, 6.116], [-5.924, 4.968, 3.741], [-6.281, 5.649, 5.331], [-7.598, 5.150, 4.250], [-7.140, -0.110, 3.543], [-6.721, 0.167, 1.826], [-8.196, 0.905, 2.508]], "mulliken_charge": [-0.71, 0.94, -0.76, -0.94, 0.31, 0.27, 0.35, 0.30, 0.22, -0.09, -0.22, -0.23, -0.16, -0.17, -0.63, 1.18, -0.64, -0.31, -0.55, -0.71, -0.93, 0.36, 0.22, 0.38, 0.31, 0.25, 0.33, 0.30, 0.36, -0.57, 1.27, -0.65, -0.32, -0.33, -0.99, -0.97, 0.33, 0.28, 0.29, 0.39, 0.28, 0.31, 0.34, 0.35, -0.67, 1.21, -0.63, -0.24, -0.40, -0.99, -1.02, 0.35, 0.27, 0.30, 0.38, 0.26, 0.32, 0.44, 0.38, -0.65, 1.23, -0.57, -0.27, -0.36, -0.97, -0.94, 0.33, 0.28, 0.29, 0.38, 0.26, 0.34, 0.34, 0.33]}



No. 3
{"formula": "C13H42IN13O25P", "method": "ωB97M-V with the def2-TZVPD basis set", "e_homo_ev": -4.84, "e_tot_ev": -102078.3899, "gap_ev": 6.04, "total_charge": -1, "elements": ["C", "N", "C", "P", "O", "I", "O", "N", "O", "H", "H", "H", "H", "H", "H", "H", "H", "H", "C", "N", "O", "O", "H", "H", "H", "C", "N", "O", "O", "H", "H", "H", "C", "N", "O", "O", "H", "H", "H", "C", "N", "O", "O", "H", "H", "H", "C", "N", "O", "O", "H", "H", "H", "C", "N", "O", "O", "H", "H", "H", "C", "N", "O", "O", "H", "H", "H", "C", "N", "O", "O", "H", "H", "H", "C", "N", "O", "O", "H", "H", "H", "C", "N", "O", "O", "H", "H", "H", "C", "N", "O", "O", "H", "H", "H"], "positions_angstrom": [[1.240, 2.583, 1.088], [0.908, 1.314, 1.753], [-0.075, 0.525, 0.996], [-1.853, 1.175, 1.142], [-1.761, 1.192, 2.857], [-2.791, -1.203, 1.205], [-3.582, 1.709, 1.254], [-3.644, 3.047, 1.465], [-4.507, 3.552, 0.827], [2.248, 2.909, 1.282], [1.016, 2.533, 0.019], [0.571, 3.350, 1.473], [1.766, 0.781, 1.788], [0.265, 0.380, -0.037], [-0.069, -0.469, 1.427], [-1.992, 1.181, -0.281], [-1.444, 2.546, 1.096], [-1.144, 1.871, 3.149], [-3.786, -3.542, -2.181], [-3.223, -2.781, -3.330], [-3.510, -3.155, -4.457], [-2.515, -1.830, -3.083], [-4.396, -4.343, -2.568], [-2.957, -3.928, -1.598], [-4.377, -2.845, -1.592], [-4.159, -0.474, -6.403], [-3.565, 0.267, -7.550], [-3.842, -0.108, -8.674], [-2.835, 1.199, -7.290], [-4.776, -1.270, -6.791], [-3.341, -0.873, -5.810], [-4.746, 0.234, -5.826], [-1.588, 0.140, 5.836], [-1.566, 1.551, 6.309], [-2.017, 1.804, 7.411], [-1.103, 2.355, 5.534], [-2.030, -0.475, 6.611], [-2.175, 0.117, 4.919], [-0.561, -0.151, 5.638], [-4.070, -7.992, 0.124], [-3.895, -6.604, -0.383], [-4.019, -6.416, -1.579], [-3.639, -5.752, 0.436], [-4.293, -8.639, -0.716], [-3.141, -8.281, 0.606], [-4.889, -7.977, 0.836], [1.864, 3.794, 4.757], [2.897, 2.756, 4.494], [3.168, 2.529, 3.341], [3.397, 2.201, 5.460], [1.521, 4.182, 3.806], [1.048, 3.319, 5.295], [2.329, 4.571, 5.359], [5.122, 1.504, 8.074], [4.738, 2.355, 9.232], [5.564, 3.141, 9.657], [3.622, 2.206, 9.678], [6.139, 1.749, 7.793], [5.042, 0.468, 8.390], [4.432, 1.716, 7.261], [3.811, -1.053, -1.897], [2.652, -0.817, -0.994], [2.775, -1.125, 0.174], [1.660, -0.325, -1.493], [4.614, -1.492, -1.316], [3.485, -1.731, -2.681], [4.109, -0.097, -2.311], [-2.067, -3.804, -8.041], [-3.440, -4.256, -7.688], [-4.264, -3.403, -7.442], [-3.637, -5.453, -7.670], [-2.045, -2.721, -8.016], [-1.387, -4.227, -7.307], [-1.847, -4.177, -9.036], [0.035, 7.672, 3.960], [-0.224, 6.238, 3.656], [-0.542, 5.515, 4.578], [-0.093, 5.894, 2.502], [-0.118, 7.832, 5.021], [1.060, 7.885, 3.674], [-0.662, 8.259, 3.371], [0.376, -3.200, -3.202], [1.367, -4.203, -3.679], [1.461, -4.385, -4.877], [2.023, -4.776, -2.834], [-0.128, -2.774, -4.061], [-0.326, -3.715, -2.555], [0.914, -2.434, -2.651], [7.079, 2.400, -3.974], [5.731, 1.884, -3.616], [4.847, 2.687, -3.434], [5.612, 0.675, -3.529], [7.032, 3.481, -4.014], [7.770, 2.065, -3.207], [7.340, 1.983, -4.942]], "mulliken_charge": [-0.85, -0.20, -0.89, 0.26, -0.34, -0.43, -0.22, 0.23, -0.49, 0.46, 0.34, 0.02, 0.31, 0.34, 0.47, 0.07, -0.12, 0.22, -0.77, 0.86, -0.52, -0.45, 0.38, 0.21, 0.29, -0.57, 0.91, -0.54, -0.55, 0.26, 0.17, 0.34, -0.68, 0.87, -0.57, -0.49, 0.31, 0.24, 0.24, -0.74, 0.87, -0.52, -0.48, 0.32, 0.28, 0.28, -0.54, 1.03, -0.51, -0.73, 0.09, 0.19, 0.36, -0.40, 0.88, -0.54, -0.52, 0.29, 0.26, 0.12, -0.78, 0.96, -0.56, -0.55, 0.33, 0.21, 0.36, -0.67, 0.90, -0.47, -0.57, 0.21, 0.28, 0.29, -0.84, 0.91, -0.49, -0.51, 0.31, 0.31, 0.31, -0.23, 0.96, -0.57, -0.55, 0.24, 0.21, -0.06, -0.72, 0.87, -0.51, -0.55, 0.30, 0.29, 0.29]}



No. 4
{"formula": "C13H44ClNO21P4", "method": "ωB97M-V with the def2-TZVPD basis set", "e_homo_ev": -8.81, "e_tot_ev": -108360.7692, "gap_ev": 9.16, "e_above_lowest_kj_mol": 187.5, "total_charge": 0, "elements": ["N", "H", "H", "H", "H", "Cl", "O", "O", "O", "O", "C", "O", "P", "O", "O", "C", "O", "C", "H", "H", "H", "H", "H", "H", "H", "H", "H", "C", "O", "P", "O", "O", "C", "O", "C", "H", "H", "H", "H", "H", "H", "H", "H", "H", "C", "O", "P", "O", "O", "C", "O", "C", "H", "H", "H", "H", "H", "H", "H", "H", "H", "C", "O", "P", "O", "O", "C", "O", "C", "H", "H", "H", "H", "H", "H", "H", "H", "H", "C", "O", "H", "H", "H", "H"], "positions_angstrom": [[0.347, -0.027, 0.440], [0.999, 0.400, -0.215], [0.465, 0.320, 1.386], [0.511, -1.028, 0.518], [-0.565, 0.273, 0.104], [3.349, 0.748, 2.509], [4.410, 1.005, 1.580], [2.178, 1.547, 2.229], [2.981, -0.615, 2.498], [3.756, 1.084, 3.797], [-2.916, 2.506, -1.509], [-3.335, 1.323, -2.228], [-3.402, -0.069, -1.359], [-2.120, -0.328, -0.641], [-4.697, 0.057, -0.401], [-5.988, 0.289, -0.913], [-3.855, -1.175, -2.411], [-3.453, -1.140, -3.763], [-2.808, 2.255, -0.455], [-3.772, 3.178, -1.583], [-2.080, 3.002, -1.999], [-6.705, -0.332, -0.376], [-6.123, -0.046, -1.942], [-6.246, 1.340, -0.791], [-3.459, -2.112, -4.255], [-2.426, -0.790, -3.871], [-4.071, -0.467, -4.357], [-1.506, 2.545, 4.274], [-1.302, 1.265, 4.832], [-1.588, -0.085, 3.992], [-0.970, -0.133, 2.665], [-1.263, -1.215, 5.075], [0.003, -1.866, 5.102], [-3.223, -0.203, 4.124], [-4.084, 0.544, 3.350], [-0.622, 3.167, 4.411], [-2.311, 2.967, 4.879], [-1.841, 2.675, 3.244], [0.496, -1.843, 4.130], [-0.061, -2.894, 5.455], [0.586, -1.269, 5.804], [-4.491, 1.452, 3.801], [-4.956, -0.050, 3.076], [-3.500, 0.885, 2.491], [3.591, 1.780, -3.224], [2.377, 1.358, -3.862], [0.973, 1.460, -3.029], [1.142, 1.286, -1.572], [0.212, 2.794, -3.571], [0.946, 4.062, -3.413], [0.055, 0.359, -3.728], [0.356, -1.022, -3.515], [3.376, 2.403, -2.356], [4.062, 2.475, -3.920], [4.238, 0.934, -3.001], [1.248, 4.415, -4.398], [1.881, 4.026, -2.850], [0.373, 4.820, -2.881], [0.249, -1.362, -2.484], [1.389, -1.237, -3.796], [-0.185, -1.750, -4.119], [0.328, -6.027, -0.706], [1.154, -4.936, -1.076], [1.666, -3.790, -0.025], [0.586, -2.776, 0.266], [2.170, -4.589, 1.236], [2.921, -4.027, 2.325], [2.986, -3.115, -0.671], [3.331, -1.769, -0.843], [-0.337, -6.296, -1.525], [-0.250, -5.909, 0.211], [1.015, -6.855, -0.523], [2.530, -4.257, 3.315], [2.919, -2.937, 2.281], [3.954, -4.374, 2.335], [4.292, -1.566, -0.371], [2.674, -1.106, -0.276], [3.264, -1.458, -1.886], [2.711, 3.554, -0.021], [3.558, 4.353, -0.839], [3.086, 2.537, -0.118], [2.803, 3.842, 1.029], [1.637, 3.687, -0.151], [4.379, 3.869, -0.948]], "mulliken_charge": [1.03, 0.26, 0.30, 0.27, 0.16, 1.77, -0.73, -0.66, -0.70, -0.75, -0.41, -0.29, 0.22, 0.03, -0.31, -0.76, -0.30, -0.24, 0.15, 0.32, 0.06, 0.25, 0.30, 0.28, 0.29, -0.16, 0.27, -0.66, -0.31, 0.05, 0.31, -0.42, -0.41, -0.39, -0.26, 0.31, 0.31, 0.21, 0.05, 0.24, 0.31, 0.29, 0.25, -0.05, -0.20, -0.29, 0.24, -0.13, -0.37, -0.47, -0.33, -0.99, -0.14, 0.27, 0.27, 0.27, 0.12, 0.27, 0.36, 0.42, 0.33, -0.68, -0.31, 0.42, -0.40, -0.33, -0.13, -0.34, 0.20, 0.26, 0.31, 0.28, 0.28, -0.09, 0.26, 0.37, -0.43, 0.17, -0.37, -0.61, 0.14, 0.35, 0.12, 0.37]}